(1)
Formula: Ca2H22NO14
Source: the OMol25 dataset
Level of theory: the ωB97M-V functional and the def2-TZVPD basis

The geometry in XYZ format:
```
39
Properties=species:S:1:pos:R:3:forces:R:3
Ca -3.9080 -0.4405 -0.1281 0.78 -0.51 1.84
Ca 1.9510 1.7581 -2.2038 0.42 -1.39 0.73
O -0.4508 -1.8714 -3.0531 0.10 0.09 -0.05
O 2.1499 1.2627 2.6723 0.32 0.34 -0.39
O -3.5441 -1.7203 1.9146 -1.21 0.32 -1.62
O 3.3097 0.4563 -0.5580 -0.38 0.30 -0.67
O 0.0417 1.3621 -3.5451 -0.04 0.55 0.50
O -2.7119 1.0561 -1.2955 -0.18 0.29 -0.55
O 2.0533 -0.5245 -2.8720 0.42 0.71 0.05
O 1.4202 2.8121 -0.1281 -0.05 0.11 -0.77
O -1.1772 -0.7988 0.1584 -1.24 -0.55 0.14
O 0.3128 0.3600 -0.8245 -0.25 0.31 -0.17
O 0.7419 -0.5414 1.1290 -1.57 0.31 -1.93
O -0.9417 -1.9836 3.1687 -0.65 0.22 -0.31
O -3.1545 1.0457 1.6653 -0.35 -0.05 -0.69
O 2.6305 -2.2588 2.1605 -0.08 0.09 0.11
N -0.0461 -0.3448 0.1623 1.60 0.27 1.20
H 2.1488 -1.0190 -2.0580 0.17 -0.28 0.38
H -3.7350 1.5443 2.2403 -0.39 0.19 0.44
H 1.4319 1.8381 2.9361 -0.04 0.21 0.43
H -1.7826 0.8520 -1.3999 0.95 -0.49 0.23
H -2.7950 1.9595 -1.6008 -0.53 0.48 -0.06
H 1.7034 3.6665 0.1974 0.39 0.51 0.25
H -1.1051 -1.7267 -3.7366 -0.28 -0.36 -0.40
H 3.4023 -2.2263 1.5953 0.37 -0.24 0.04
H -0.2359 -1.7100 2.5828 0.25 -0.01 -0.22
H -0.3010 0.7432 -4.1898 0.21 -0.39 -0.49
H -0.5496 -1.9651 4.0417 0.00 -0.17 0.45
H -2.2723 1.3018 1.9344 0.34 -0.14 0.11
H 0.6703 2.5827 0.4208 -0.10 -0.30 0.21
H -0.6974 1.9377 -3.3484 -0.32 0.42 -0.31
H -0.5172 -1.1001 -2.4902 0.13 0.26 0.38
H 3.1445 0.6094 0.3723 -0.15 0.30 0.69
H 1.7353 -1.1664 -3.5068 -0.24 -0.29 -0.48
H 4.0739 -0.1198 -0.5745 0.54 -0.15 -0.20
H -3.9289 -2.5967 1.9186 -0.22 -0.55 0.32
H -2.7460 -1.8062 2.4361 1.36 0.10 0.72
H 1.9482 -1.8100 1.6611 0.00 -0.17 -0.09
H 1.7310 0.5824 2.1451 -0.12 -0.33 0.17
```
Forces are in eV/Å.

## Properties
* charge: +3



(2)
Formula: CaH10N2O11
Source: the OMol25 dataset
Level of theory: the ωB97M-V functional and the def2-TZVPD basis

The geometry in XYZ format:
```
24
Properties=species:S:1:pos:R:3:forces:R:3
Ca 0.1634 -0.1492 -0.1235 -0.28 -0.33 -0.24
O -0.8240 1.6314 -1.4361 -0.07 0.49 -0.32
O 0.3748 -2.5419 -0.6097 0.88 -0.36 -0.09
O -2.8683 -2.9866 0.2321 0.15 0.68 -0.02
O -1.2492 1.0552 1.2640 0.00 0.70 1.08
O 0.9534 -0.9952 2.0877 -0.30 0.01 0.20
O -1.9327 -1.1614 -0.4674 0.17 0.43 0.02
O 1.9048 1.3005 0.5770 -0.18 -0.14 -0.24
O 3.3390 2.8522 1.0564 -0.73 -0.33 -0.64
O 1.3815 -0.3302 -2.2036 0.45 0.15 -0.19
O -3.9430 -1.1111 0.3600 0.70 0.00 0.05
O 1.6437 3.3090 -0.2227 0.10 -0.42 0.03
N 2.3192 2.5118 0.4548 0.23 0.57 0.60
N -2.9292 -1.7610 0.0709 -0.69 -0.67 -0.15
H 1.5352 -1.5390 2.6276 0.05 0.01 -0.17
H -1.7767 1.6781 -1.5887 0.10 -0.25 0.09
H -0.8354 1.8777 1.5700 -0.07 -0.11 -0.12
H -0.5291 2.5510 -1.3488 0.26 -0.22 0.08
H 0.4884 -0.4283 2.7174 0.08 -0.04 -0.08
H 1.1602 -3.0516 -0.3703 -0.15 0.01 0.01
H -0.0345 -3.0359 -1.3310 -0.40 0.15 0.25
H 1.9971 0.3926 -2.3953 -0.20 -0.01 0.06
H 1.7923 -1.1152 -2.5823 -0.12 0.00 0.08
H -2.1306 1.0473 1.6616 0.01 -0.31 -0.30
```
Forces are in eV/Å.

## Properties
* charge: 0



(3)
Formula: CaH16O8
Source: the OMol25 dataset
Level of theory: the ωB97M-V functional and the def2-TZVPD basis

The geometry in XYZ format:
```
25
Properties=species:S:1:pos:R:3:forces:R:3
Ca -0.0564 0.0316 0.0100 0.16 -0.47 -0.19
O 0.6816 -0.2834 -2.3150 -0.30 -0.13 1.93
O -2.1564 0.4196 -1.4340 0.63 -0.78 0.95
O 2.4326 0.9766 -0.0680 -0.32 -0.07 0.22
O -2.0424 0.2676 1.3430 -0.80 0.59 -1.37
O -0.5064 2.3586 0.0770 -0.69 0.80 1.47
O 0.7386 -0.0884 2.4220 -0.58 -0.43 -0.68
O 1.6206 -1.8654 0.0240 -1.79 0.11 -0.96
O -1.1644 -2.1574 -0.1180 -0.18 0.34 -0.29
H -0.7794 -3.0304 -0.1610 0.37 -0.48 0.07
H -1.2444 2.4856 0.7130 -0.12 -0.64 -0.70
H -1.8924 0.0366 -2.2650 -0.16 -0.15 -0.72
H -2.4464 0.7066 2.0730 0.07 0.18 1.91
H 0.0036 3.0846 0.4540 0.94 0.30 -0.68
H 2.5256 1.5406 0.7210 0.51 -0.07 -0.73
H 0.6716 -0.9994 2.7470 -0.08 0.28 0.25
H 1.6166 -0.4324 -2.2730 0.93 -0.44 0.11
H 1.6236 0.1886 2.6360 0.62 0.16 0.45
H -1.9004 -2.2394 -0.7350 -0.35 0.15 0.12
H -2.4834 1.2886 -1.6180 -0.36 0.92 -0.46
H 1.3976 -2.5014 0.6910 0.03 -0.83 0.47
H 3.1266 1.1976 -0.7180 -0.31 0.19 0.63
H -2.7114 0.5546 0.6890 0.35 -0.87 -0.30
H 2.4006 -1.4544 0.3150 2.02 0.79 0.60
H 0.5436 -0.0854 -3.2110 -0.59 0.54 -2.08
```
Forces are in eV/Å.

## Properties
* charge: +2



(4)
Formula: Cd2N5O15Pb
Source: the OMol25 dataset
Level of theory: the ωB97M-V functional and the def2-TZVPD basis

The geometry in XYZ format:
```
23
Properties=species:S:1:pos:R:3:forces:R:3
Pb -2.1807 -3.1072 2.1695 2.11 0.89 -0.84
Cd 1.8791 1.5121 2.5039 0.42 -1.93 0.03
Cd -1.7026 -0.0181 -2.2276 0.11 2.87 -0.59
O 0.8637 -3.4444 0.4803 -2.01 -0.42 1.89
O 1.2756 3.0323 -2.4898 -0.29 -0.34 0.83
O -0.2939 3.5900 -3.8631 0.33 0.32 0.71
O -0.8898 -1.0914 1.4396 -2.10 -1.12 -0.07
O 1.8866 -2.3899 4.0128 -1.61 1.21 -0.14
O 0.7370 0.2102 1.2521 -0.36 0.43 0.24
O -4.8961 2.1699 -1.9281 0.40 0.62 -0.16
O 3.7750 -1.9518 3.1465 -0.91 0.40 -0.17
O 2.4502 -0.3186 3.3968 -1.41 2.16 0.62
O -3.0216 3.2226 -1.6403 0.41 0.25 0.05
O -0.6660 0.2630 -0.3090 -0.67 -1.09 0.72
O -0.4879 1.7505 -2.8358 -0.32 -1.63 1.01
O 1.7889 -3.2507 -1.3774 -0.17 -0.06 -0.48
O 2.2765 -1.8027 0.0966 -0.64 0.43 1.08
O -3.2294 1.1239 -1.1888 2.01 -2.97 0.65
N -3.7087 2.2398 -1.6274 -2.48 0.99 -0.84
N 0.1963 2.8590 -3.0186 -0.52 0.00 -2.34
N -0.3437 -0.2074 0.7668 2.54 1.20 0.18
N 2.6507 -1.6057 3.4915 3.70 -2.10 -0.35
N 1.6410 -2.7853 -0.2504 1.47 -0.11 -2.00
```
Forces are in eV/Å.

## Properties
* charge: +1



(5)
Formula: CdH10O9P
Source: the OMol25 dataset
Level of theory: the ωB97M-V functional and the def2-TZVPD basis

The geometry in XYZ format:
```
21
Properties=species:S:1:pos:R:3:forces:R:3
Cd -0.0004 -0.3015 0.4842 1.07 3.54 0.86
P -0.3534 -1.3692 -1.7926 0.48 -1.72 -4.29
O 0.1651 -2.3925 -2.7869 -0.25 0.59 0.54
O -1.5639 1.2299 -0.4705 -0.83 0.46 0.25
O -1.4746 -0.7354 1.8654 -2.34 -0.39 2.73
O -1.6040 -0.6031 -2.2733 -0.28 0.75 0.66
O 1.4809 2.2235 -1.9060 -0.61 0.25 0.06
O 0.7894 1.6520 1.3286 0.61 0.90 1.00
O -0.6065 -1.9557 -0.4048 -2.06 -3.88 0.87
O 1.3789 -1.5548 1.6070 1.55 -0.90 1.68
O 0.7545 -0.3180 -1.3787 1.71 1.34 -2.06
H 0.5122 2.5568 1.1328 -0.14 -0.28 -0.33
H 0.9299 1.3884 -1.8550 0.69 -0.11 -0.03
H 2.2160 2.0348 -1.3204 0.02 -0.25 -0.03
H 1.5064 1.7343 1.9709 -0.06 -0.04 -0.18
H -1.7394 0.5151 -1.2145 0.22 -0.40 -0.61
H 1.7742 -2.3336 1.1870 -0.38 0.24 -0.39
H -1.5008 -0.9931 2.7963 -0.04 0.11 -0.17
H 1.1185 -1.8465 2.4889 0.05 -0.09 -0.16
H -1.4394 2.0449 -0.9655 0.19 -0.09 -0.02
H -2.3436 -0.9763 1.5072 0.39 -0.03 -0.37
```
Forces are in eV/Å.

## Properties
* charge: -1



(6)
Formula: CdH17O9
Source: the OMol25 dataset
Level of theory: the ωB97M-V functional and the def2-TZVPD basis

The geometry in XYZ format:
```
27
Properties=species:S:1:pos:R:3:forces:R:3
Cd 10.9488 -18.0675 30.2347 -0.59 -0.09 -0.83
O 4.9192 -13.9689 27.8169 0.02 -0.10 -0.23
O 10.6521 -19.7516 23.9262 -0.20 0.07 -0.08
O 11.2151 -21.7188 30.0440 -0.01 0.62 0.06
O 6.2738 -20.9001 27.9694 -0.14 0.04 0.09
O 8.0163 -18.4519 32.3546 0.57 0.10 -0.30
O 14.0272 -17.7283 28.3586 -0.52 -0.11 0.35
O 6.6405 -17.7303 22.2211 -0.12 -0.12 -0.04
O 9.5341 -14.0033 26.1138 0.25 0.03 0.07
O 8.9247 -17.9910 27.4020 0.49 -1.00 0.40
H 10.7541 -22.3778 29.5250 -0.20 -0.15 -0.20
H 8.7174 -13.9256 25.6207 -0.24 0.13 -0.17
H 6.8746 -21.6346 27.8431 0.06 -0.27 -0.09
H 8.1598 -18.7918 33.2379 0.03 -0.11 0.29
H 6.8438 -20.1363 28.0578 0.11 0.27 0.00
H 7.3224 -17.9965 22.8378 0.22 -0.15 0.06
H 14.8235 -18.2405 28.4992 0.23 -0.19 0.07
H 14.2654 -17.0956 27.6810 -0.01 0.26 -0.23
H 10.5007 -19.5063 24.8389 -0.04 0.08 0.22
H 11.5217 -20.1516 23.9262 0.23 -0.13 -0.12
H 5.4650 -14.5746 28.3184 0.08 -0.16 0.12
H 9.4044 -14.7686 26.6739 -0.04 -0.18 0.12
H 8.3542 -17.8674 26.6186 0.06 0.73 0.35
H 11.8602 -22.2168 30.5460 0.21 -0.14 0.17
H 6.5465 -16.7879 22.3592 -0.08 0.26 -0.05
H 7.0642 -18.4228 32.2604 -0.31 0.03 -0.15
H 4.8243 -13.2046 28.3853 -0.09 0.26 0.11
```
Forces are in eV/Å.

## Properties
* charge: +1



(7)
Formula: Cl2FHSi
Source: the OMol25 dataset
Level of theory: the ωB97M-V functional and the def2-TZVPD basis

The geometry in XYZ format:
```
5
Properties=species:S:1:pos:R:3:forces:R:3
Cl 0.8695 1.5267 0.8113 0.25 0.71 0.38
Cl 0.8574 -1.7786 0.6230 -1.05 1.74 -0.86
Si -0.1374 0.0554 -0.0492 0.95 -2.23 -0.31
F -0.0479 0.2489 -1.6330 0.16 -0.26 0.50
H -1.5416 -0.0523 0.2478 -0.31 0.05 0.29
```
Forces are in eV/Å.

## Properties
* structure (SMILES): F[SiH](Cl)Cl
* charge: 0



(8)
Formula: Cl2FOP
Source: the OMol25 dataset
Level of theory: the ωB97M-V functional and the def2-TZVPD basis

The geometry in XYZ format:
```
5
Properties=species:S:1:pos:R:3:forces:R:3
Cl 0.1469 -1.1755 0.8910 -7.58 0.97 -8.14
Cl -0.5366 1.9621 -0.0830 -0.60 1.86 1.29
P 0.3155 0.4532 -0.9252 0.58 -1.70 -0.47
F -0.9876 0.0746 -1.7932 0.66 -0.74 0.44
O 1.0617 -1.3144 1.9104 6.94 -0.39 6.89
```
Forces are in eV/Å.

## Properties
* charge: 0



(9)
Formula: Cl2H2NP
Source: the OMol25 dataset
Level of theory: the ωB97M-V functional and the def2-TZVPD basis

The geometry in XYZ format:
```
6
Properties=species:S:1:pos:R:3:forces:R:3
Cl 2.9507 0.5420 1.5028 0.42 0.02 0.09
Cl 1.8590 1.4954 -0.9418 0.49 0.32 -0.81
P 0.3527 -0.0560 0.7663 -0.58 -0.21 -3.96
N 1.5638 1.2314 0.7207 -0.01 0.08 0.18
H -0.6826 0.8385 0.1517 0.80 -0.87 0.97
H 0.1725 0.2072 2.0139 -1.12 0.65 3.53
```
Forces are in eV/Å.

## Properties
* charge: 0



(10)
Formula: Cl2H2NP
Source: the OMol25 dataset
Level of theory: the ωB97M-V functional and the def2-TZVPD basis

The geometry in XYZ format:
```
6
Properties=species:S:1:pos:R:3:forces:R:3
Cl -1.9080 0.3728 2.2150 -1.00 0.90 -1.12
Cl 0.3006 1.6472 -1.1557 -0.01 -1.10 -0.96
P 0.9274 -1.1996 -1.5614 1.80 -3.04 -0.51
N 0.0510 0.1398 -1.8729 -1.88 3.89 0.73
H -1.1898 -0.2604 2.9891 1.02 -0.90 1.10
H 1.8188 -0.6998 -0.6142 0.07 0.25 0.76
```
Forces are in eV/Å.

## Properties
* multiplicity: 3
* charge: 0



E readings, ordered: -67366.7257 -44101.3694 -35068.4133 -52503.4951 -32445.9685 -23253.7984 -35660.5512 -39095.2599 -35853.1356 -35851.4363 eV